The following is a quantum chemistry calculation of a structure of composition C35H33BrN4O6Pb, from the OMol25 dataset.

Structure (XYZ):
```
80
Properties=species:S:1:pos:R:3:forces:R:3:mulliken_charge:R:1
Pb -0.771189 1.807959 1.104935 0.175 0.008 0.744 1.561
C 5.309022 -3.106896 -0.046806 0.127 0.020 0.005 -0.907
O 3.898979 -2.891597 -0.032882 -0.084 0.044 -0.114 -0.386
C 3.094796 -3.837323 0.516290 -0.233 0.129 0.104 0.995
C 3.513938 -5.042378 1.055023 0.131 -0.039 0.024 -0.532
C 2.577162 -5.937525 1.553270 -0.015 -0.019 0.030 -0.858
C 1.223204 -5.652463 1.509587 -0.051 -0.012 0.044 -0.981
C 0.795590 -4.442727 0.983080 0.039 0.013 -0.076 0.508
C 1.723420 -3.527080 0.511593 0.144 -0.135 0.028 -0.841
N 1.333536 -2.268649 -0.044961 0.010 0.015 -0.321 0.985
C 0.732092 -1.261447 0.675383 -0.174 0.062 0.094 -0.063
N 0.482084 -1.544106 1.946659 0.197 -0.083 -0.073 0.335
C -0.129241 -0.840996 3.007521 -0.123 0.175 0.047 0.401
C -0.830918 0.350704 2.892668 -0.064 0.089 -0.423 -0.386
C -1.382655 0.881226 4.066836 0.016 0.074 0.054 -0.428
C -1.218817 0.261666 5.291851 -0.061 0.108 -0.050 -1.285
C -0.501300 -0.922031 5.392146 0.081 -0.078 0.078 -0.274
C 0.038379 -1.483121 4.251357 -0.096 0.102 -0.072 0.220
O 0.739817 -2.643234 4.206625 0.037 -0.046 -0.030 -0.441
C 1.053605 -3.293858 5.433882 0.055 -0.098 0.114 -0.992
N 0.383074 -0.119134 0.085813 0.282 -0.173 -0.301 -0.272
C 0.740307 0.042111 -1.320674 0.073 -0.054 0.448 1.252
C 2.225592 0.247906 -1.522383 0.016 -0.027 -0.193 -1.266
C 2.940964 -0.372090 -2.466295 0.172 0.322 0.372 -0.955
C 2.336737 -1.370605 -3.307918 -0.648 -0.246 0.036 -0.671
C 1.035939 -1.727572 -3.156666 0.572 -0.424 -0.493 -1.046
C 0.205818 -1.096796 -2.209528 -0.289 -0.022 -0.045 1.044
O -0.991443 -1.552126 -2.167214 0.339 0.184 -0.061 -0.317
C -2.026545 -1.187918 -1.234639 -0.365 0.064 0.392 -0.382
H 5.707660 -2.446007 -0.812118 0.002 0.008 0.046 0.256
H 5.561772 -4.135239 -0.300705 -0.036 0.029 -0.077 0.378
H 5.742890 -2.846378 0.919273 -0.026 -0.063 0.024 0.355
H 4.564268 -5.294958 1.097794 -0.051 0.023 0.012 0.370
H 2.919670 -6.870894 1.978976 -0.008 -0.016 -0.031 0.437
H 0.501469 -6.369019 1.875338 -0.004 0.017 0.013 0.459
H -0.261199 -4.209833 0.933350 0.000 0.021 0.002 0.471
H 2.038411 -1.940278 -0.692973 0.105 0.107 0.029 -0.101
H 0.910469 -2.407348 2.270292 -0.030 -0.020 0.007 0.129
H -1.947803 1.803596 4.027411 0.044 -0.023 0.032 0.396
H -1.650205 0.705186 6.179442 0.028 -0.028 0.020 0.413
H -0.358301 -1.390149 6.355722 -0.035 -0.009 -0.025 0.451
H 1.679588 -2.657423 6.061639 -0.026 0.022 -0.019 0.390
H 1.603984 -4.189531 5.162379 -0.001 0.010 0.001 0.267
H 0.150358 -3.576074 5.976225 -0.023 0.014 -0.043 0.373
H 2.655298 0.997597 -0.869115 -0.003 0.002 0.001 0.585
H 3.987443 -0.131245 -2.597152 0.004 -0.042 0.012 0.626
H 2.933355 -1.856607 -4.068706 0.019 -0.017 0.021 0.605
H 0.580645 -2.498118 -3.764815 0.023 0.025 -0.005 0.632
H -2.959641 -1.459978 -1.717808 0.069 -0.007 -0.087 0.307
H -2.017930 -0.132277 -0.993121 0.074 0.115 -0.112 0.114
H -1.905256 -1.771947 -0.322856 0.092 -0.042 -0.091 0.235
O -3.204817 2.179865 2.121064 0.022 0.069 -0.209 -0.331
C -3.870862 3.272753 1.508240 -0.059 0.092 0.008 -1.004
C -3.746147 3.277410 0.001941 0.101 -0.071 -0.043 0.949
C -4.462119 4.208939 -0.740097 0.024 0.023 0.037 -0.826
C -4.357056 4.197838 -2.117381 0.006 -0.011 0.002 -0.545
C -3.563794 3.227087 -2.712617 0.001 -0.050 -0.035 -1.121
C -2.881862 2.346674 -1.899640 -0.138 0.101 0.002 -0.413
N -2.939993 2.374171 -0.561491 -0.198 -0.204 -0.115 0.044
H -3.721869 1.373547 1.999631 0.000 0.008 0.089 0.249
H -3.420886 4.177983 1.920246 -0.007 -0.019 0.013 0.313
H -4.927985 3.281584 1.781434 0.016 0.019 0.030 0.472
H -5.090772 4.928883 -0.231825 -0.016 -0.002 -0.013 0.460
H -4.891558 4.918739 -2.721290 -0.031 -0.004 0.024 0.489
H -3.478438 3.145025 -3.787222 0.009 0.035 0.011 0.518
H -2.268572 1.577241 -2.346301 0.016 -0.045 0.029 0.723
Br -0.713942 7.697388 -3.827633 0.032 -0.159 0.006 -0.111
C -0.421539 5.856961 -3.558109 -0.044 0.054 0.027 -0.003
C -0.013264 5.407248 -2.307465 -0.007 0.090 -0.006 -0.824
C 0.187618 4.056429 -2.106252 0.002 -0.154 0.012 -0.077
C -0.031152 3.148703 -3.143502 0.218 0.216 0.014 0.406
C -0.419093 3.615928 -4.400612 0.075 -0.173 0.062 -0.716
C -0.612271 4.966701 -4.608957 -0.030 0.068 -0.092 -0.544
C 0.188221 1.707554 -2.978035 -0.390 0.091 0.012 0.378
O 0.317826 0.897915 -3.852817 0.029 -0.129 -0.052 -0.545
O 0.131727 1.299094 -1.657842 -0.030 0.050 0.063 -0.074
H 0.159526 6.114865 -1.508607 0.003 0.000 -0.010 0.512
H 0.545231 3.709627 -1.146962 -0.055 -0.009 0.046 0.461
H -0.565894 2.907026 -5.205250 0.019 0.029 -0.027 0.507
H -0.895160 5.333845 -5.585675 -0.046 0.008 0.021 0.487
```
Forces are in eV/Å.

The calculation puts the LUMO energy at -0.2676 hartree. The HOMO energy comes out at -12.851 eV. The value obtained for the relative energy (zero: lowest compared OMol25 entry of this formula, charge and spin) is 29.07 kcal per mole. As for the charge: +2.



The following is a quantum chemistry calculation of a cluster of 2 separate species, C5H11NO in total at a distorted geometry, from the OMol25 dataset.

Structure (XYZ):
```
18
Properties=species:S:1:pos:R:3:forces:R:3:nbo_charge:R:1
N 0.907585 -0.146960 -1.954128 -0.394 -0.344 0.389 -0.816
C -0.223189 -0.211083 -0.977318 1.737 0.328 -0.072 -0.260
C 0.224460 2.853818 2.494643 -0.782 0.101 -1.742 -0.386
C -0.456402 1.704997 2.423617 0.178 0.716 0.407 -0.196
C -0.694898 0.908821 1.200486 0.579 -0.951 1.771 -0.224
C 0.079926 0.759235 0.138687 -0.925 0.607 -0.917 -0.175
H 1.758501 -0.131675 -1.399812 0.128 0.013 -0.142 0.343
H 0.914118 -1.052021 -2.415302 0.193 0.189 -0.343 0.348
H -0.213144 -1.214703 -0.546243 -0.846 -0.061 0.012 0.173
H -1.112157 0.072396 -1.524493 -0.464 -0.309 0.141 0.206
H 0.006344 3.697657 3.134133 0.599 -0.533 0.893 0.212
H 0.710836 3.125329 1.559816 0.063 0.334 0.085 0.177
H -0.922243 1.311879 3.325437 -0.394 0.217 -0.194 0.197
H -1.520144 0.229929 1.418744 0.039 -0.161 -0.667 0.198
H 0.849327 1.485836 -0.110096 0.295 -0.165 0.362 0.202
H 0.772500 -4.248191 -1.829104 -0.183 0.260 0.107 0.472
H -0.633451 -3.571862 -2.019597 0.284 0.019 0.172 0.472
O -0.090673 -4.333539 -2.243985 -0.106 -0.259 -0.262 -0.942
```
Forces are in eV/Å.

The calculation puts the LUMO energy at 0.0233 hartree. The SMILES is C=C/C=C/CN.O. The HOMO energy comes out at -8.819 eV. The value obtained for the relative energy (zero: lowest compared OMol25 entry of this formula, charge and spin) is 67.65 kcal per mole.



The following is a quantum chemistry calculation of a cluster of 3 separate species, C16H45BrClN8O5P3 in total at a distorted geometry, from the OMol25 dataset.

Structure (XYZ):
```
79
Properties=species:S:1:pos:R:3:forces:R:3:mulliken_charge:R:1
N -5.098402 -1.906807 2.437237 -0.167 0.337 -0.262 -0.724
C -4.940777 -2.226132 1.020987 -0.584 0.349 0.282 0.482
C -6.253128 -2.820177 0.492291 0.664 -0.391 -0.388 -1.148
C -6.194585 -4.298664 0.081255 -0.873 0.705 0.654 -0.656
N -5.219909 -5.106530 0.875532 0.631 -0.791 -1.848 0.180
C -5.772242 -6.390124 1.197938 -1.147 0.465 1.692 0.506
O -6.461159 -6.534514 2.172099 0.548 0.009 -0.814 -0.487
O -5.492102 -7.503870 0.419291 -0.038 0.119 0.046 -0.306
Br -6.321040 -7.425062 -1.206389 0.202 0.000 -0.019 0.096
P -3.706426 -5.398685 0.032450 0.773 -0.781 -0.416 0.182
O -3.641726 -4.210776 -1.078615 -0.496 -0.228 0.689 -0.337
Cl -2.249425 -4.800842 1.412817 -0.229 0.315 0.170 -0.291
H -5.335646 -2.727086 2.973866 0.261 -0.145 0.151 0.206
H -4.263966 -1.465057 2.789917 0.117 -0.174 0.296 0.237
H -4.070359 -2.840214 0.812840 -0.044 -0.172 -0.059 -0.040
H -4.782093 -1.287362 0.498197 0.134 0.183 -0.011 0.136
H -7.036205 -2.684650 1.228846 -0.026 0.124 0.231 0.464
H -6.536408 -2.259182 -0.393744 -0.253 0.038 -0.124 0.257
H -6.061275 -4.391983 -0.990795 0.458 -0.119 -0.097 0.352
H -7.177540 -4.716455 0.277384 -0.130 -0.182 0.056 0.603
H -2.728879 -4.200357 -1.416888 0.294 0.597 -0.129 0.304
O -1.082175 -2.914852 -1.401856 -1.289 -0.716 -3.110 -0.877
P -0.428263 -1.761995 -2.134583 3.328 2.530 4.177 0.705
N 1.229522 -2.187457 -1.967067 0.240 0.016 -0.484 0.391
C 2.140167 -1.772353 -0.921960 0.023 0.267 0.157 -0.892
C 1.580619 -3.481617 -2.532083 -0.494 -0.219 -0.127 -1.109
N -1.015908 -0.501984 -1.121060 -0.971 -0.271 0.218 0.247
C -0.187584 0.385503 -0.342241 0.362 0.471 -0.408 -1.454
C -2.271167 -0.769627 -0.425588 0.113 -0.269 0.153 -1.370
N -0.087103 -0.617704 -3.356464 -1.424 -1.116 -0.698 0.033
C 1.197778 -0.322704 -3.966414 0.331 -0.433 -0.428 -0.867
C -1.152653 0.283319 -3.788426 -0.168 -0.082 -0.141 -0.960
H 3.166358 -1.813363 -1.300470 -0.032 -0.183 -0.014 0.445
H 2.076303 -2.403508 -0.024700 -0.006 0.065 0.025 0.254
H 2.006187 -0.733094 -0.635344 -0.173 -0.055 0.021 0.069
H 1.390126 -3.492039 -3.613172 -0.043 -0.080 0.036 0.382
H 1.009720 -4.300843 -2.079412 0.052 -0.018 -0.019 0.202
H 2.639576 -3.697162 -2.396438 0.041 0.194 0.062 0.369
H 0.258730 -0.118882 0.524296 0.039 0.072 0.008 0.418
H -0.774035 1.228237 0.035110 -0.167 -0.106 -0.036 0.520
H 0.599920 0.840410 -0.949077 0.125 -0.168 0.030 0.280
H -2.117595 -1.349902 0.493525 -0.108 -0.030 -0.004 0.380
H -2.961636 -1.320991 -1.059777 0.064 -0.099 0.047 0.412
H -2.761144 0.172853 -0.165207 0.168 0.094 -0.017 0.504
H 1.799609 0.317200 -3.315329 0.006 -0.079 0.049 0.223
H 1.060643 0.199517 -4.916389 -0.223 0.047 0.085 0.361
H 1.763665 -1.218147 -4.207618 0.050 -0.023 0.188 0.269
H -1.032806 1.270267 -3.333062 0.007 -0.007 0.007 0.295
H -2.131857 -0.102423 -3.515649 0.005 0.038 0.142 0.272
H -1.156043 0.396084 -4.875752 0.105 -0.031 0.016 0.389
O 3.632776 2.488898 -0.295448 2.916 -1.182 0.875 -0.838
P 3.964885 3.283911 0.946504 -4.701 3.086 0.421 0.778
N 2.702550 2.757312 1.991263 0.120 -0.055 0.642 0.557
C 1.411904 3.376177 2.186301 -0.051 0.269 0.018 -1.102
C 2.678284 1.322795 2.224465 0.366 -0.244 -0.409 -1.248
N 3.824458 4.855916 0.250657 0.344 -0.031 -0.857 0.220
C 2.877164 5.865402 0.658863 0.200 0.193 0.584 -1.147
C 4.072057 4.946401 -1.185102 -0.215 -0.223 -0.141 -1.081
N 4.860396 3.944690 2.244720 1.223 -1.097 -0.945 0.000
C 4.541710 3.899581 3.659904 0.047 -0.587 0.351 -0.845
C 6.028683 4.767659 1.941391 0.186 -0.108 -0.059 -1.047
H 1.028757 3.109816 3.176881 -0.020 -0.185 -0.073 0.433
H 0.671039 3.067501 1.435110 -0.021 0.083 0.002 0.171
H 1.465630 4.461525 2.204957 0.089 -0.013 -0.212 0.359
H 3.606363 0.995868 2.710295 0.001 -0.059 -0.100 0.384
H 2.569105 0.764598 1.286941 0.009 -0.083 0.069 0.186
H 1.862854 1.029067 2.884880 -0.070 0.258 0.048 0.460
H 1.852973 5.627433 0.343793 -0.023 0.054 0.052 0.323
H 3.139424 6.831330 0.219524 0.085 -0.073 -0.099 0.396
H 2.901224 6.025010 1.740050 -0.101 -0.163 0.030 0.250
H 3.186387 4.678815 -1.774646 0.057 -0.004 -0.088 0.290
H 4.886097 4.290906 -1.483086 -0.080 -0.090 -0.004 0.340
H 4.370253 5.964635 -1.448027 -0.084 0.072 0.164 0.377
H 3.784275 4.646733 3.913153 -0.055 -0.055 -0.030 0.234
H 5.430481 4.107323 4.260488 0.085 0.100 -0.198 0.364
H 4.197460 2.921004 3.982337 -0.178 0.032 -0.073 0.255
H 5.790276 5.830574 2.038762 -0.004 -0.002 -0.005 0.311
H 6.386400 4.589237 0.930541 -0.101 0.076 -0.067 0.325
H 6.860471 4.531673 2.610217 -0.083 -0.035 0.063 0.387
```
Forces are in eV/Å.

The calculation puts the LUMO energy at -0.0344 hartree. The SMILES is CN(C)P(=O)(N(C)C)N(C)C.CN(C)P(=O)(N(C)C)N(C)C.NCCCN(C(=O)OBr)P(O)Cl. The HOMO energy comes out at -8.315 eV.



Question: Among the records above, which one has the lowest HOMO energy?
Answer: C35H33BrN4O6Pb



Copy entry 2 word for word.
The following is a quantum chemistry calculation of a cluster of 2 separate species, C5H11NO in total at a distorted geometry, from the OMol25 dataset.

Structure (XYZ):
```
18
Properties=species:S:1:pos:R:3:forces:R:3:nbo_charge:R:1
N 0.907585 -0.146960 -1.954128 -0.394 -0.344 0.389 -0.816
C -0.223189 -0.211083 -0.977318 1.737 0.328 -0.072 -0.260
C 0.224460 2.853818 2.494643 -0.782 0.101 -1.742 -0.386
C -0.456402 1.704997 2.423617 0.178 0.716 0.407 -0.196
C -0.694898 0.908821 1.200486 0.579 -0.951 1.771 -0.224
C 0.079926 0.759235 0.138687 -0.925 0.607 -0.917 -0.175
H 1.758501 -0.131675 -1.399812 0.128 0.013 -0.142 0.343
H 0.914118 -1.052021 -2.415302 0.193 0.189 -0.343 0.348
H -0.213144 -1.214703 -0.546243 -0.846 -0.061 0.012 0.173
H -1.112157 0.072396 -1.524493 -0.464 -0.309 0.141 0.206
H 0.006344 3.697657 3.134133 0.599 -0.533 0.893 0.212
H 0.710836 3.125329 1.559816 0.063 0.334 0.085 0.177
H -0.922243 1.311879 3.325437 -0.394 0.217 -0.194 0.197
H -1.520144 0.229929 1.418744 0.039 -0.161 -0.667 0.198
H 0.849327 1.485836 -0.110096 0.295 -0.165 0.362 0.202
H 0.772500 -4.248191 -1.829104 -0.183 0.260 0.107 0.472
H -0.633451 -3.571862 -2.019597 0.284 0.019 0.172 0.472
O -0.090673 -4.333539 -2.243985 -0.106 -0.259 -0.262 -0.942
```
Forces are in eV/Å.

The calculation puts the LUMO energy at 0.0233 hartree. The SMILES is C=C/C=C/CN.O. The HOMO energy comes out at -8.819 eV. The value obtained for the relative energy (zero: lowest compared OMol25 entry of this formula, charge and spin) is 67.65 kcal per mole.